Entry 1:
The following is a DFT calculation (ωB97M-V/def2-TZVPD) of C7H18N2 in the gas phase in a non-equilibrium geometry.

Calculated values
- Total energy: -387.01210 a.u.
- Molar mass: 130.24 g mol⁻¹
- Kohn-Sham gap: 9.684 eV
- HOMO: -8.68 eV
- Energy relative to the best compared isomer or geometry (same formula, charge and spin): 0.474 eV

Geometry (Å):
C  -3.230  -0.071  -0.490
C  -2.008  0.462  0.242
C  -0.617  0.057  -0.569
N  -0.447  1.076  -1.593
C  0.546  0.039  0.412
C  0.447  -1.099  1.420
N  0.779  1.282  1.069
C  1.856  -0.245  -0.634
C  3.124  -0.576  0.138
H  -3.206  -1.160  -0.532
H  -4.152  0.223  0.013
H  -3.278  0.298  -1.515
H  -1.996  0.067  1.257
H  -2.038  1.552  0.304
H  -0.786  -0.958  -0.957
H  -1.343  1.292  -2.016
H  0.171  0.751  -2.327
H  -0.432  -0.998  2.053
H  0.401  -2.059  0.912
H  1.316  -1.076  2.071
H  0.728  2.052  0.411
H  0.184  1.434  1.871
H  1.632  -1.045  -1.344
H  2.016  0.682  -1.184
H  3.995  -0.547  -0.519
H  3.261  0.143  0.943
H  3.077  -1.577  0.565

Löwdin atomic charge list, values in e, 4 entries:
1 C -0.1232
2 C -0.1902
3 C -0.3536
4 N 0.0438

Entry 2:
The following is a DFT calculation (ωB97M-V/def2-TZVPD) of 2 unconnected molecules or ions with the total composition C7H18N2 in a non-equilibrium geometry.

Calculated values
- Total energy: -386.93132 a.u.
- Molar mass: 130.24 g mol⁻¹
- Kohn-Sham gap: 7.909 eV
- HOMO: -6.87 eV
- Energy relative to the best compared isomer or geometry (same formula, charge and spin): 2.672 eV

Geometry (Å):
C  1.851  -0.798  1.772
C  0.478  -0.976  1.203
C  -0.530  -0.016  1.165
C  -1.931  -0.459  1.568
N  -0.253  1.289  1.594
H  2.171  0.244  1.851
H  1.928  -1.230  2.779
H  2.574  -1.308  1.127
H  0.169  -2.015  1.096
H  -2.682  0.234  1.172
H  -2.037  -0.474  2.656
H  -2.164  -1.454  1.178
H  -1.004  1.949  1.411
H  0.629  1.652  1.251
C  1.729  1.196  -1.553
C  0.725  0.118  -1.899
N  -0.722  0.369  -1.261
C  -1.703  -0.581  -1.755
H  2.029  1.145  -0.504
H  2.633  1.074  -2.162
H  1.335  2.197  -1.751
H  0.546  0.111  -2.978
H  1.083  -0.872  -1.620
H  -0.975  1.127  -0.640
H  -2.703  -0.371  -1.365
H  -1.405  -1.600  -1.490
H  -1.772  -0.549  -2.846

Löwdin atomic charge list, values in e, 4 entries:
1 C -0.1233
2 C -0.1670
3 C -0.4464
4 C -0.0624

Entry 3:
The following is a DFT calculation (ωB97M-V/def2-TZVPD) of a molecular structure, C7H18N2O4 in a non-equilibrium geometry.

Calculated values
- Total energy: -687.80183 a.u.
- Molar mass: 194.23 g mol⁻¹
- Kohn-Sham gap: 9.009 eV
- HOMO: -8.85 eV
- Energy relative to the best compared isomer or geometry (same formula, charge and spin): 3.343 eV

Geometry (Å):
C  3.905  0.632  -0.791
C  3.209  -0.661  -0.218
C  1.405  -1.136  1.139
C  0.043  -0.799  1.647
C  -1.120  -0.068  -0.351
C  -2.526  0.136  -0.753
C  -3.359  0.878  0.343
H  2.899  1.862  0.417
H  4.879  0.570  -1.118
H  3.359  0.756  -1.772
H  3.024  -1.586  -0.989
H  3.734  -1.173  0.744
H  1.325  -0.229  -0.802
H  1.630  -2.182  0.897
H  2.035  -1.003  2.076
H  -0.156  -1.218  2.685
H  0.079  0.308  2.021
H  -0.580  -1.933  0.416
H  -0.662  0.916  -0.016
H  -0.788  -1.019  -2.078
H  -2.618  0.706  -1.726
H  -2.782  -1.797  -0.146
H  -4.616  0.732  0.269
H  -3.097  0.489  1.450
H  -3.076  2.312  1.629
N  1.873  -0.261  0.082
N  -1.021  -1.021  0.742
O  3.859  1.811  0.084
O  -0.274  -0.498  -1.495
O  -3.121  -1.205  -0.978
O  -2.950  2.214  0.412

Löwdin atomic charge list, values in e, 4 entries:
1 C -0.2241
2 C -0.2370
3 C -0.2706
4 C -0.2811

Entry 4:
The following is a DFT calculation (ωB97M-V/def2-TZVPD) of 2 unconnected molecules or ions with the total composition C7H18N3O in a non-equilibrium geometry.

Calculated values
- Total energy: -516.98175 a.u.
- Molar mass: 160.24 g mol⁻¹
- Kohn-Sham gap: 5.143 eV
- HOMO: -1.57 eV
- Charge: -1

Geometry (Å):
C  0.736  -3.228  -1.767
C  0.228  -1.808  -1.603
C  1.356  -0.774  -1.646
C  -0.539  -1.630  -0.265
N  -1.356  -0.478  -0.102
N  -2.582  -0.721  -0.874
H  -0.089  -3.916  -1.951
H  1.441  -3.319  -2.595
H  1.245  -3.555  -0.857
H  -0.475  -1.602  -2.413
H  1.707  -0.549  -2.658
H  0.946  0.142  -1.229
H  2.219  -1.080  -1.056
H  -1.098  -2.580  -0.094
H  0.226  -1.577  0.512
H  -3.268  -1.186  -0.271
H  -2.984  0.189  -1.071
C  1.629  2.619  2.116
C  0.860  1.457  1.506
O  1.397  0.399  1.205
N  -0.456  1.626  1.249
C  -1.265  2.777  1.534
H  2.664  2.307  2.230
H  1.587  3.499  1.473
H  1.226  2.892  3.093
H  -0.894  0.823  0.700
H  -2.121  2.517  2.165
H  -1.657  3.221  0.614
H  -0.683  3.538  2.055

Löwdin atomic charge list, values in e, 4 entries:
1 C -0.1226
2 C -0.4434
3 C -0.1082
4 C -0.3598

Entry 5:
The following is a DFT calculation (ωB97M-V/def2-TZVPD) of a molecular structure, C7H18N3Pb in a non-equilibrium geometry.

Calculated values
- Total energy: -634.54054 a.u.
- Molar mass: 351.44 g mol⁻¹
- Kohn-Sham gap (spin up / spin down): 3.028 / 3.029 eV
- HOMO (spin up / spin down): -0.13 / -0.13 eV
- Charge: -1
- Energy relative to the best compared isomer or geometry (same formula, charge and spin): 0.190 eV

Geometry (Å):
C  2.717  1.104  -0.738
Pb  0.584  -1.353  -0.993
N  -1.290  -2.575  -0.887
N  0.572  -0.378  -3.496
H  -2.113  -2.050  -0.575
H  2.826  0.024  -0.602
H  3.159  1.590  0.140
H  1.631  1.300  -0.846
H  3.301  1.373  -1.630
H  -0.364  -0.138  -3.842
H  0.872  -1.092  -4.186
H  1.153  0.456  -3.674
H  -1.511  -3.011  -1.787
H  -1.126  -3.320  -0.196
C  -2.232  1.042  -0.434
C  -1.497  0.789  0.836
C  -1.792  1.303  2.119
C  -0.737  0.851  2.947
C  0.150  0.091  2.152
C  1.419  -0.487  2.593
N  -0.344  0.036  0.856
H  -1.616  1.623  -1.157
H  -3.133  1.643  -0.207
H  -2.573  0.099  -0.918
H  -2.669  1.923  2.363
H  -0.631  1.063  4.010
H  2.057  0.299  3.030
H  1.227  -1.248  3.362
H  1.961  -0.956  1.761

Löwdin atomic charge list, values in e, 4 entries:
1 C -0.1287
2 Pb 0.6056
3 N -0.1733
4 N -0.1780

Entry 6:
The following is a DFT calculation (ωB97M-V/def2-TZVPD) of a molecular structure, C7H18N4 in a non-equilibrium geometry.

Calculated values
- Total energy: -495.81485 a.u.
- Molar mass: 158.25 g mol⁻¹
- Kohn-Sham gap: 10.782 eV
- HOMO: -17.43 eV
- Charge: +2
- Energy relative to the best compared isomer or geometry (same formula, charge and spin): 3.403 eV

Geometry (Å):
C  -1.133  -1.093  -0.406
C  -1.486  1.129  0.315
C  0.232  0.209  -1.101
C  3.006  0.000  0.735
C  -3.248  -0.679  0.660
C  0.541  2.485  -0.151
C  2.166  -1.029  -0.020
N  -1.952  -0.315  0.175
N  1.410  -0.270  -1.095
N  -1.182  -2.310  -0.794
N  -0.082  1.145  0.019
H  -2.110  1.821  -0.421
H  -1.826  1.439  1.234
H  -0.183  0.638  -2.047
H  2.461  0.770  1.381
H  3.698  -0.473  1.319
H  3.655  0.576  0.107
H  -3.373  -0.616  1.789
H  -4.105  -0.007  0.226
H  -3.285  -1.732  0.288
H  -0.128  3.277  0.241
H  1.440  2.326  0.400
H  0.599  2.684  -1.219
H  2.856  -1.857  -0.520
H  1.425  -1.629  0.393
H  1.996  -0.094  -1.824
H  -0.437  -2.771  -1.351
H  -1.882  -2.894  -0.287
H  0.397  0.710  0.935

Löwdin atomic charge list, values in e, 4 entries:
1 C -0.1843
2 C -0.0463
3 C -0.1546
4 C -0.0541

Entry 7:
The following is a DFT calculation (ωB97M-V/def2-TZVPD) of a gas-phase ion, C7H18N4 (charge +2) in a non-equilibrium geometry.

Calculated values
- Total energy: -495.86935 a.u.
- Molar mass: 158.25 g mol⁻¹
- Kohn-Sham gap: 10.587 eV
- HOMO: -17.77 eV
- Charge: +2
- Energy relative to the best compared isomer or geometry (same formula, charge and spin): 1.920 eV

Geometry (Å):
C  -1.139  0.127  0.218
C  0.453  0.087  0.388
C  -0.805  0.969  -2.115
C  0.415  -2.102  -0.630
C  2.577  -1.133  -0.327
C  -3.266  -0.289  1.433
C  2.069  2.068  0.969
N  -1.553  0.739  -0.853
N  1.092  -0.943  -0.139
N  -1.819  -0.324  1.236
N  0.805  1.244  0.984
H  -0.511  2.079  -2.311
H  0.147  0.412  -2.290
H  -1.442  0.613  -2.937
H  0.785  -2.170  -1.638
H  0.795  -2.969  -0.187
H  -0.760  -2.080  -0.675
H  2.885  -2.266  -0.361
H  2.881  -1.012  -1.408
H  3.160  -0.606  0.417
H  -3.477  0.348  2.218
H  -3.427  -1.303  1.700
H  -3.932  -0.083  0.521
H  2.542  1.932  1.944
H  1.730  3.161  0.991
H  2.887  1.897  0.307
H  -2.476  1.028  -0.823
H  -1.284  -0.545  2.119
H  -0.055  1.771  1.175

Löwdin atomic charge list, values in e, 4 entries:
1 C -0.2554
2 C -0.1518
3 C 0.0039
4 C -0.0224

Entry 8:
The following is a DFT calculation (ωB97M-V/def2-TZVPD) of a gas-phase ion, C7H18NO4Si (charge +1) in a non-equilibrium geometry.

Calculated values
- Total energy: -922.53121 a.u.
- Molar mass: 208.31 g mol⁻¹
- Kohn-Sham gap: 10.318 eV
- HOMO: -13.95 eV
- Charge: +1

Geometry (Å):
C  -1.939  2.609  0.518
C  -1.357  1.836  -0.664
N  0.170  1.919  -0.782
C  0.632  0.750  -1.618
C  0.407  1.099  -3.026
O  -0.023  2.217  -3.375
O  0.287  -0.533  -1.282
Si  0.562  -1.517  0.045
C  1.986  -2.730  -0.369
O  -0.939  -1.990  0.355
C  -1.503  -2.724  1.415
O  1.066  -0.286  1.097
C  1.269  -0.069  2.430
H  -2.879  3.027  0.084
H  -2.099  1.894  1.287
H  -1.418  3.431  0.897
H  -1.812  2.160  -1.559
H  -1.422  0.737  -0.587
H  0.285  2.759  -1.439
H  0.485  1.984  0.275
H  1.770  0.857  -1.452
H  0.354  0.217  -3.738
H  1.618  -3.453  -1.077
H  2.839  -2.276  -0.958
H  2.403  -3.097  0.576
H  -2.551  -2.834  1.083
H  -1.275  -2.259  2.396
H  -1.014  -3.729  1.456
H  1.645  0.945  2.500
H  2.129  -0.692  2.620
H  0.324  -0.251  2.891

Löwdin atomic charge list, values in e, 4 entries:
1 C -0.0339
2 C -0.1527
3 N 0.0896
4 C -0.3573